8
Properties=species:S:1:pos:R:3:forces:R:3:lowdin_charge:R:1 method="wB97M-V/def2-TZVPD" largest_force_ev_per_a=2.05 gap_ev="7.46 / 8.08" total_energy_ev=-22185.959
C 0.758882 1.127466 -0.599177 0.42 -0.07 2.00 -0.60
C -0.608665 -1.277451 0.288750 0.13 -0.18 -0.42 -0.97
N 0.422257 1.002457 -1.752064 -0.56 -0.49 -1.34 0.08
P -1.205372 -1.693178 -1.194618 0.42 0.54 0.37 0.75
P 0.534948 -0.003186 0.888312 -0.19 -0.16 -0.51 0.79
H 1.332822 1.972389 -0.189151 0.06 0.37 -0.42 0.05
H -0.775362 -1.958282 1.121351 -0.27 -0.19 0.09 -0.04
H -0.459509 0.829785 1.436597 -0.02 0.16 0.23 -0.06